ORCA calculation (the ωB97M-V functional and the def2-TZVPD basis) on 10 unconnected molecules or ions with the total composition H20N2O11 in a non-equilibrium geometry.

Each atom is followed by the atoms it is bonded to, with distances in Å.
CARTESIAN COORDINATES (ANGSTROEM)
1 N -0.11 -1.93 1.55  H2 1.080, H3 1.070, H4 0.899, H5 1.005
2 H 0.46 -1.21 0.99  N1 1.080
3 H 0.68 -2.39 2.12  N1 1.070
4 H -0.44 -2.53 0.97  N1 0.899
5 H -0.76 -1.37 2.07  N1 1.005
6 N 0.53 0.83 -0.63  O7 1.300, O8 1.306, O9 1.234
7 O 1.61 0.12 -0.49  N6 1.300
8 O -0.11 0.75 -1.77  N6 1.306
9 O 0.00 1.26 0.39  N6 1.234
10 O -2.15 2.73 -0.98  H11 1.002, H12 0.925
11 H -1.82 3.67 -1.14  O10 1.002
12 H -1.35 2.27 -1.01  O10 0.925
13 O -1.56 0.73 -3.97  H14 0.954, H15 0.999
14 H -2.40 0.29 -3.90  O13 0.954
15 H -1.23 0.94 -3.04  O13 0.999
16 O 2.91 -0.75 -2.59  H17 0.973, H18 1.001
17 H 3.79 -1.07 -2.34  O16 0.973
18 H 2.67 -0.20 -1.79  O16 1.001
19 O -0.88 -2.30 -1.78  H20 0.838, H21 0.952
20 H -0.63 -1.61 -2.19  O19 0.838
21 H -0.60 -2.81 -2.53  O19 0.952
22 O 1.67 -3.51 -0.21  H23 0.977, H24 0.959
23 H 1.94 -2.77 -0.79  O22 0.977
24 H 2.23 -3.97 0.42  O22 0.959
25 O -1.31 3.41 1.83  H26 0.886, H27 0.947
26 H -0.88 2.88 1.26  O25 0.886
27 H -2.13 3.64 1.41  O25 0.947
28 O 1.59 0.69 3.03  H29 0.970, H30 0.942
29 H 1.76 1.44 3.62  O28 0.970
30 H 1.91 0.91 2.17  O28 0.942
31 O -2.01 0.49 2.92  H32 0.922, H33 1.025
32 H -1.82 -0.05 3.64  O31 0.922
33 H -1.58 1.40 2.76  O31 1.025

Calculated values
- Energy above the lowest of the compared OMol25 structures with the same formula, charge and spin: 1.167 eV
- Energy: -948.93169 Eh

=====

ORCA calculation (the ωB97M-V functional and the def2-TZVPD basis) on 10 unconnected molecules or ions with the total composition H20NO12S in a non-equilibrium geometry.

Each atom is followed by the atoms it is bonded to, with distances in Å.
CARTESIAN COORDINATES (ANGSTROEM)
1 N -0.67 0.04 -0.35  H2 1.094, H3 0.847, H4 1.038, H5 1.041
2 H -0.51 -0.72 -1.11  N1 1.094
3 H -0.29 0.80 -0.45  N1 0.847
4 H -0.46 -0.32 0.60  N1 1.038
5 H -1.68 0.17 -0.13  N1 1.041
6 S 0.75 -1.67 3.36  O7 1.434, O8 1.404, O9 1.472, O10 1.504
7 O 1.35 -1.75 2.06  S6 1.434
8 O 0.04 -2.85 3.63  S6 1.404
9 O 1.85 -1.55 4.34  S6 1.472
10 O -0.16 -0.48 3.46  S6 1.504
11 O 3.09 1.63 -1.71  H12 1.081, H13 0.933
12 H 2.57 1.08 -0.94  O11 1.081
13 H 2.40 2.07 -2.15  O11 0.933
14 O 0.29 1.74 2.02  H15 0.931, H16 0.962
15 H 0.30 0.97 2.54  O14 0.931
16 H 1.18 2.09 1.94  O14 0.962
17 O 1.12 -1.13 -3.40  H18 0.947, H19 0.928
18 H 0.48 -0.52 -3.75  O17 0.947
19 H 1.91 -1.00 -3.86  O17 0.928
20 O -1.61 -2.83 -0.26  H21 0.953, H22 1.075
21 H -1.89 -2.83 0.65  O20 0.953
22 H -0.54 -2.95 -0.34  O20 1.075
23 O 2.08 -0.60 -0.01  H24 1.030, H25 1.083
24 H 2.49 -1.29 -0.65  O23 1.030
25 H 1.65 -1.21 0.78  O23 1.083
26 O -3.17 0.84 -2.40  H27 0.989, H28 0.973
27 H -4.06 0.42 -2.34  O26 0.989
28 H -3.44 1.78 -2.40  O26 0.973
29 O -2.46 0.03 2.57  H30 0.867, H31 0.908
30 H -1.70 0.06 2.98  O29 0.867
31 H -2.79 0.85 2.78  O29 0.908
32 O 0.48 3.12 -2.15  H33 0.884, H34 0.967
33 H 0.08 2.61 -2.76  O32 0.884
34 H 1.32 3.41 -2.53  O32 0.967

Calculated values
- Energy above the lowest of the compared OMol25 structures with the same formula, charge and spin: 1.826 eV
- Total charge: -1
- Energy: -1367.76976 Eh

=====

ORCA calculation (the ωB97M-V functional and the def2-TZVPD basis) on 11 unconnected molecules or ions with the total composition H20NO13 in a non-equilibrium geometry.

Each atom is followed by the atoms it is bonded to, with distances in Å.
CARTESIAN COORDINATES (ANGSTROEM)
1 N 0.35 0.06 0.63  O2 1.204, O3 1.185, O4 1.221
2 O 0.94 -0.94 0.94  N1 1.204
3 O 0.77 1.10 0.99  N1 1.185
4 O -0.58 -0.02 -0.16  N1 1.221
5 O -0.99 -3.63 3.91  H6 0.957, H7 0.957
6 H -0.49 -2.82 3.76  O5 0.957
7 H -1.07 -3.68 4.87  O5 0.957
8 O -4.73 1.65 -2.32  H9 0.957, H10 0.957
9 H -5.45 2.27 -2.44  O8 0.957
10 H -4.09 2.13 -1.79  O8 0.957
11 O 4.06 3.54 0.47  H12 0.957, H13 0.957
12 H 3.37 2.89 0.57  O11 0.957
13 H 4.79 3.20 0.99  O11 0.957
14 O 1.41 -2.10 -3.18  H15 0.957, H16 0.957
15 H 1.24 -1.37 -2.58  O14 0.957
16 H 2.36 -2.17 -3.21  O14 0.957
17 O 4.71 -1.53 1.12  H18 0.957, H19 0.957
18 H 3.88 -1.22 0.76  O17 0.957
19 H 4.48 -1.88 1.98  O17 0.957
20 O -3.21 -2.09 -2.55  H21 0.957, H22 0.957
21 H -3.50 -1.67 -3.35  O20 0.957
22 H -2.79 -1.39 -2.05  O20 0.957
23 O 2.29 1.54 4.78  H24 0.957, H25 0.957
24 H 1.68 1.57 4.04  O23 0.957
25 H 2.48 0.61 4.90  O23 0.957
26 O -2.49 3.58 -0.57  H27 0.957, H28 0.957
27 H -2.01 2.96 -0.02  O26 0.957
28 H -2.80 4.25 0.04  O26 0.957
29 O -1.18 -3.84 0.04  H30 0.957, H31 0.957
30 H -0.66 -3.05 -0.11  O29 0.957
31 H -1.04 -4.05 0.96  O29 0.957
32 O -0.67 1.81 -4.11  H33 0.957, H34 0.957
33 H 0.18 2.20 -3.87  O32 0.957
34 H -1.27 2.10 -3.42  O32 0.957

Calculated values
- Energy above the lowest of the compared OMol25 structures with the same formula, charge and spin: 2.615 eV
- Total charge: -1
- Energy: -1044.81295 Eh

=====

ORCA calculation (the ωB97M-V functional and the def2-TZVPD basis) on 9 unconnected molecules or ions with the total composition H20NO8 in a non-equilibrium geometry.

Each atom is followed by the atoms it is bonded to, with distances in Å.
CARTESIAN COORDINATES (ANGSTROEM)
1 N 0.08 -0.55 0.17  H2 1.074, H3 0.988, H4 0.962, H5 1.102
2 H -0.95 -0.29 -0.02  N1 1.074
3 H 0.53 0.33 0.16  N1 0.988
4 H 0.40 -1.01 -0.62  N1 0.962
5 H 0.17 -1.15 1.09  N1 1.102
6 O -2.09 1.66 -1.21  H7 0.946, H8 1.087
7 H -1.83 2.20 -1.94  O6 0.946
8 H -3.15 1.80 -1.06  O6 1.087
9 O 0.58 -1.02 3.68  H10 0.992, H11 0.852
10 H -0.16 -1.02 4.35  O9 0.992
11 H 0.36 -0.27 3.33  O9 0.852
12 O 2.68 -2.49 -0.45  H13 1.021, H14 1.004
13 H 3.67 -2.61 -0.24  O12 1.021
14 H 2.43 -2.45 0.52  O12 1.004
15 O -0.02 1.30 2.49  H16 0.874, H17 0.883
16 H -0.45 1.83 3.04  O15 0.874
17 H 0.70 1.77 2.31  O15 0.883
18 O 2.31 1.99 0.76  H19 0.981, H20 1.033
19 H 2.02 2.77 0.24  O18 0.981
20 H 3.29 2.30 0.85  O18 1.033
21 O -2.81 -0.58 -2.55  H22 0.994, H23 1.014
22 H -2.26 -1.10 -3.20  O21 0.994
23 H -2.34 0.24 -2.18  O21 1.014
24 O 1.42 0.31 -2.68  H25 0.948, H26 0.982
25 H 2.28 0.43 -2.32  O24 0.948
26 H 1.59 0.98 -3.39  O24 0.982
27 O -2.83 -1.65 0.02  H28 1.007, H29 0.981
28 H -3.04 -1.17 -0.84  O27 1.007
29 H -2.59 -2.55 -0.30  O27 0.981

Calculated values
- Energy above the lowest of the compared OMol25 structures with the same formula, charge and spin: 2.796 eV
- Total charge: +1
- Energy: -668.37692 Eh

=====

ORCA calculation (the ωB97M-V functional and the def2-TZVPD basis) on 9 unconnected molecules or ions with the total composition H20NO8 in a non-equilibrium geometry.

Each atom is followed by the atoms it is bonded to, with distances in Å.
CARTESIAN COORDINATES (ANGSTROEM)
1 N -0.07 0.34 -0.26  H2 0.904, H3 1.098, H4 0.943, H5 1.027
2 H -0.61 0.81 0.30  N1 0.904
3 H 0.95 0.05 0.02  N1 1.098
4 H -0.02 1.03 -0.90  N1 0.943
5 H -0.40 -0.63 -0.29  N1 1.027
6 O 1.87 -1.85 -1.13  H7 0.849, H8 1.187
7 H 2.07 -1.26 -1.70  O6 0.849
8 H 2.40 -2.80 -1.62  O6 1.187
9 O 0.31 -1.92 2.06  H10 1.026, H11 1.021
10 H 1.19 -2.42 1.93  O9 1.026
11 H -0.40 -2.61 2.29  O9 1.021
12 O -2.98 -0.96 0.72  H13 0.889, H14 1.024
13 H -3.04 -0.36 0.07  O12 0.889
14 H -3.73 -0.69 1.37  O12 1.024
15 O 1.66 2.76 -0.56  H16 0.951, H17 0.912
16 H 2.12 2.68 -1.39  O15 0.951
17 H 2.05 2.09 -0.08  O15 0.912
18 O 3.10 0.59 0.83  H19 0.965, H20 1.008
19 H 3.93 0.81 0.38  O18 0.965
20 H 3.31 0.56 1.81  O18 1.008
21 O -2.73 0.67 -1.09  H22 1.007, H23 0.960
22 H -3.45 0.16 -1.57  O21 1.007
23 H -2.78 1.57 -1.43  O21 0.960
24 O -0.36 0.64 3.05  H25 0.898, H26 0.986
25 H -1.22 0.87 3.12  O24 0.898
26 H -0.18 -0.30 2.80  O24 0.986
27 O -0.72 0.38 -2.97  H28 0.957, H29 0.970
28 H -0.84 -0.46 -3.42  O27 0.957
29 H -1.42 0.26 -2.31  O27 0.970

Calculated values
- Energy above the lowest of the compared OMol25 structures with the same formula, charge and spin: 4.308 eV
- Total charge: +1
- Energy: -668.32133 Eh

=====

ORCA calculation (the ωB97M-V functional and the def2-TZVPD basis) on 10 unconnected molecules or ions with the total composition H20O10.

Each atom is followed by the atoms it is bonded to, with distances in Å.
CARTESIAN COORDINATES (ANGSTROEM)
1 O 1.64 1.34 -1.57  H2 0.961, H3 0.999
2 H 2.31 1.85 -2.04  O1 0.961
3 H 1.80 1.54 -0.60  O1 0.999
4 O -1.09 1.17 -2.20  H5 0.968, H6 0.985
5 H -0.17 1.41 -2.03  O4 0.968
6 H -1.07 0.19 -2.26  O4 0.985
7 O 1.94 1.51 1.11  H8 0.959, H9 1.015
8 H 2.43 2.14 1.63  O7 0.959
9 H 0.99 1.52 1.47  O7 1.015
10 O -2.33 1.26 0.09  H11 1.004, H12 0.961
11 H -1.85 1.32 -0.79  O10 1.004
12 H -3.14 1.77 -0.02  O10 0.961
13 O -0.89 -1.58 -1.92  H14 1.000, H15 0.968
14 H -1.49 -1.62 -1.12  O13 1.000
15 H -1.18 -2.29 -2.51  O13 0.968
16 O -2.35 -1.45 0.26  H17 0.996, H18 0.983
17 H -1.71 -1.64 1.00  O16 0.996
18 H -2.51 -0.48 0.31  O16 0.983
19 O 1.99 -1.29 1.28  H20 0.982, H21 0.996
20 H 2.20 -0.33 1.32  O19 0.982
21 H 1.97 -1.48 0.30  O19 0.996
22 O -0.40 -1.32 2.19  H23 0.968, H24 1.021
23 H -0.39 -1.79 3.04  O22 0.968
24 H 0.55 -1.41 1.84  O22 1.021
25 O -0.42 1.42 2.12  H26 0.979, H27 0.989
26 H -1.11 1.57 1.45  O25 0.979
27 H -0.48 0.45 2.33  O25 0.989
28 O 1.88 -1.51 -1.44  H29 0.990, H30 0.972
29 H 0.92 -1.70 -1.58  O28 0.990
30 H 1.94 -0.56 -1.64  O28 0.972

Calculated values
- Energy above the lowest of the compared OMol25 structures with the same formula, charge and spin: 0.000 eV
- SMILES string: O.O.O.O.O.O.O.O.O.O
- Energy: -764.48192 Eh

=====

| no. | gap between HOMO and LUMO (Ha) | HOMO (eV) |
| --- | --- | --- |
| 1 | 0.3526 | -10.10 |
| 2 | 0.1826 | -3.58 |
| 3 | 0.2929 | -5.45 |
| 4 | 0.4049 | -14.16 |
| 5 | 0.4016 | -14.01 |
| 6 | 0.4215 | -11.06 |